# 1
DFT (ωB97M-V/def2-TZVPD) results for CH3ClOS2 as an isolated structure.

Geometry as ORCA input:
```
! wB97M-V def2-TZVPD RIJCOSX def2/J DEFGRID3
* xyz 0 1
C 1.337 0.008 0.063
O -1.932 -0.218 -1.549
S 0.195 -1.147 0.893
S -2.154 -0.530 -0.144
Cl -2.159 1.278 0.838
H 1.045 0.343 -0.851
H 2.214 -0.475 -0.063
H 1.453 0.741 0.814
*
```

Summary:
frontier orbital gap = 7.442 eV
electronic energy = -37324.1796 eV
energy above the lowest of the compared OMol25 structures with the same formula, charge and spin = 1.512 eV
LUMO = -1.67 eV



# 2
DFT (ωB97M-V/def2-TZVPD) results for an isolated ion of composition CH3ClP5 and charge +1.

Geometry as ORCA input:
```
! wB97M-V def2-TZVPD RIJCOSX def2/J DEFGRID3
* xyz 1 1
C 2.281 -0.161 0.108
P -3.142 -0.624 -0.841
P -1.924 1.517 -0.537
P -0.181 1.872 0.689
P -1.001 -0.398 -1.013
P 0.517 -0.115 0.813
Cl -3.997 -1.393 0.718
H 2.588 -1.121 0.362
H 2.813 0.449 0.708
H 2.046 -0.025 -1.007
*
```

Summary:
frontier orbital gap = 6.625 eV
electronic energy = -60043.1623 eV
energy above the lowest of the compared OMol25 structures with the same formula, charge and spin = 2.880 eV
LUMO = -6.50 eV



# 3
DFT (ωB97M-V/def2-TZVPD) results for one molecule with the formula CH3F2NO2S.

Geometry as ORCA input:
```
! wB97M-V def2-TZVPD RIJCOSX def2/J DEFGRID3
* xyz 0 1
N -0.900 -1.063 1.618
S -1.195 -0.669 0.027
O -2.584 -0.878 -0.248
O -0.532 0.507 -0.370
C -0.273 -2.236 -0.818
F -0.325 -1.795 -2.117
F 0.941 -2.217 -0.351
H 0.141 -1.149 1.891
H -1.272 -1.961 1.726
H -0.697 -3.169 -0.713
*
```

Summary:
frontier orbital gap = 11.074 eV
SMILES string = NS(=O)(=O)C(F)F
electronic energy = -22939.4309 eV
energy above the lowest of the compared OMol25 structures with the same formula, charge and spin = 0.952 eV
LUMO = 0.27 eV



# 4
DFT (ωB97M-V/def2-TZVPD) results for a 2-piece molecular cluster, CH3F2OPS overall.

Geometry as ORCA input:
```
! wB97M-V def2-TZVPD RIJCOSX def2/J DEFGRID3
* xyz 0 3
C -0.691 -0.713 0.855
O -0.849 0.233 -0.202
F 1.312 1.224 0.428
F 1.640 -1.094 -1.381
P 0.389 0.915 -0.862
S 0.188 2.285 -2.183
H 0.214 -1.304 0.706
H -1.564 -1.360 0.830
H -0.637 -0.187 1.808
*
```

Summary:
frontier orbital gap (spin up / spin down) = 8.146 / 4.648 eV
⟨S²⟩ = 2.008
electronic energy = -28688.6269 eV
energy above the lowest of the compared OMol25 structures with the same formula, charge and spin = 1.464 eV
LUMO (spin up / spin down) = 0.24 / -5.12 eV